Entry 1:
Molecular formula: C3HAgFO2
Method: DFT, the ωB97M-V functional and the def2-TZVPD basis

energy above the lowest of the compared OMol25 structures with the same formula, charge and spin = 55.56 kJ/mol
molar mass = 195.9 g/mol
E_HOMO (alpha / beta) = -0.4188 / -0.5792 Eh
total energy = -511.69495 a.u.
charge = +1
spin multiplicity = 3
Kohn-Sham gap (alpha / beta) = 6.015 / 8.197 eV
LUMO energy (alpha / beta) = -5.381 / -7.564 eV

Structure (XYZ):
```
8
Properties=species:S:1:pos:R:3:forces:R:3
Ag -1.567628 -2.888296 0.146859 -0.125 -0.374 0.035
F 0.965569 1.418906 -1.589665 -0.384 -0.653 1.356
O 0.289732 -0.605136 -0.876810 -1.055 1.004 1.492
O -0.646112 -0.067486 1.065109 -0.400 -0.020 -0.064
C 0.013024 1.050418 0.592774 1.196 2.404 4.648
C 0.599842 0.675966 -0.564991 1.355 -3.013 -7.640
C -0.603776 -1.047603 0.095273 1.565 0.797 -0.887
H 0.949348 1.463231 1.131451 -2.154 -0.145 1.060
```
Forces are in eV/Å.

***

Entry 2:
Molecular formula: C55H49Cl3NO2P3Ti
Method: DFT, the ωB97M-V functional and the def2-TZVPD basis

energy above the lowest of the compared OMol25 structures with the same formula, charge and spin = 130.19 kJ/mol
molar mass = 1003.1 g/mol
E_HOMO (alpha / beta) = -0.3661 / -0.3671 Eh
total energy = -5584.43061 a.u.
charge = +1
spin multiplicity = 2
Kohn-Sham gap (alpha / beta) = 6.968 / 7.217 eV
LUMO energy (alpha / beta) = -2.995 / -2.772 eV

Structure (XYZ):
```
114
Properties=species:S:1:pos:R:3:forces:R:3
Ti 0.002184 -0.071868 -1.504713 1.423 0.002 1.349
Cl -1.484063 2.847884 -3.278549 -0.344 0.209 -0.375
Cl -1.194076 1.878235 -6.015897 0.049 -0.070 0.207
Cl 0.704149 1.162587 -3.926345 0.440 0.158 -0.671
P -2.095108 -1.193654 -0.506873 -0.923 -0.861 -0.005
P 1.648147 -0.846368 0.536196 0.656 -0.358 1.329
P 1.541015 2.033967 -0.878572 1.151 1.352 0.087
O -2.616375 -0.266006 -4.529989 0.431 0.037 0.376
O -1.378432 -0.067845 -2.679453 -0.739 -0.350 0.108
N 2.729703 1.473408 1.641311 -0.024 0.071 -0.041
C 0.685944 -0.754409 2.088902 -0.126 0.037 -0.395
C -1.438083 -5.235685 -2.593637 0.127 0.047 -0.010
C -5.558990 0.874547 -2.743238 -0.088 -0.078 -0.018
C -4.739111 1.593694 -1.889576 0.057 0.027 0.012
C -2.608678 -5.002265 -1.888753 -0.106 -0.019 0.097
C 3.206440 0.869524 -2.728739 -0.074 0.044 0.253
C 3.029552 -4.733522 0.896738 0.054 -0.107 0.012
C -2.310021 -2.643568 1.913214 -0.026 0.038 -0.059
C 0.660663 3.634090 -0.872920 -0.101 -0.272 -0.046
C 1.549677 3.493835 4.505926 0.022 -0.010 0.093
C 2.279387 -3.594224 1.131036 -0.004 0.115 -0.025
C -5.351770 -0.481228 -2.919525 -0.122 0.087 0.021
C -2.889622 -1.688294 1.071584 0.231 0.268 0.051
C -4.035694 -2.227698 3.552775 -0.021 -0.041 -0.012
C 3.106436 0.151308 1.271982 -0.037 -0.237 -0.286
C -0.989132 1.510266 -4.329811 -0.553 -0.167 0.130
C 4.320574 -3.569418 -0.755568 0.081 -0.051 -0.019
C 2.571355 1.515796 5.340674 -0.039 0.076 0.058
C -3.522066 -0.406966 -1.358526 0.008 0.049 -0.011
C 0.428772 -1.963370 -2.309314 0.459 -0.197 -0.152
C 4.552262 3.178869 -3.444376 0.060 0.047 -0.019
C -4.628749 -1.306630 2.707173 -0.021 0.015 0.163
C 2.851011 1.107584 4.050789 0.083 -0.063 -0.068
C 4.047802 -4.724909 -0.039363 0.028 0.006 -0.043
C 4.846095 1.980042 -4.071838 -0.003 -0.077 -0.017
C 0.954747 -1.408357 3.286746 -0.071 -0.026 -0.081
C -0.657355 -2.986993 -2.108883 -0.252 -0.219 0.069
C -4.333418 -1.120128 -2.233149 0.050 0.047 0.248
C 2.776906 2.386271 0.552636 -0.135 -0.145 -0.031
C -1.777695 0.240537 -3.838468 -0.880 0.750 -2.552
C -4.055125 -1.037439 1.479284 0.051 0.027 -0.087
C 1.813437 3.084508 3.213607 -0.008 0.070 -0.161
C 4.189861 0.818355 -3.697604 0.099 -0.119 -0.015
C -2.796179 -3.783338 -1.269274 0.112 -0.007 -0.054
C 0.660088 4.574884 -1.895867 0.127 -0.071 0.186
C -0.888895 5.923310 -0.643521 -0.008 0.023 0.014
C 3.566214 3.238160 -2.475142 -0.130 -0.133 0.069
C -1.112954 -3.435407 1.499808 0.037 -0.048 -0.004
C 3.576047 -2.430938 -0.523480 -0.109 0.118 0.109
C -0.481503 -4.245200 -2.690652 -0.060 -0.026 -0.035
C -0.817774 -0.181114 4.354629 -0.062 0.072 -0.083
C -3.707725 0.974099 -1.202363 0.011 -0.205 0.026
C 2.854614 2.088121 -2.149337 -0.222 -0.137 0.068
C 0.186914 -1.133412 4.404912 0.023 -0.088 0.030
C -0.317563 0.210413 2.051680 0.223 -0.088 -0.127
C 1.915289 2.708846 5.584186 -0.057 0.047 0.094
C -0.139873 3.837545 0.253819 0.171 -0.109 -0.146
C 2.463297 1.876547 2.952731 -0.007 0.071 0.319
C -0.109079 5.719029 -1.768815 -0.003 0.074 -0.042
C -1.059595 0.507793 3.178504 -0.066 0.146 0.049
C -2.894490 -2.893541 3.146631 -0.034 0.015 0.019
C -0.906257 4.979554 0.370458 -0.063 -0.026 0.097
C -2.780304 1.777214 -0.337977 -0.047 -0.085 -0.085
C 2.555424 -2.427033 0.431711 -0.275 0.139 -0.321
C -1.837704 -2.771856 -1.382702 0.034 0.016 -0.009
H -0.163864 3.086037 1.036065 -0.038 0.008 0.073
H -3.681978 -3.613997 -0.669169 -0.042 0.002 -0.009
H 4.433010 -0.121938 -4.166361 0.061 -0.111 -0.070
H 1.381781 -2.416481 -1.980922 -0.229 0.215 -0.185
H -0.424223 -2.828166 0.904416 -0.008 -0.247 0.126
H 0.514412 -1.803790 -3.403352 0.123 -0.025 0.319
H -4.466843 -2.442974 4.518127 -0.067 -0.009 0.105
H -1.410228 0.028510 5.231185 -0.046 0.028 0.110
H -0.109587 6.450045 -2.560723 0.007 0.105 -0.122
H -0.610498 -3.820674 2.384410 0.153 0.042 0.013
H 4.625443 -5.616390 -0.219873 0.076 -0.136 -0.011
H -1.261617 -6.192473 -3.060625 -0.030 -0.107 -0.059
H -4.534438 -0.324650 0.824695 -0.020 0.032 -0.012
H -1.414535 -4.288391 0.889951 0.076 -0.011 -0.059
H 2.883471 0.892932 6.165318 0.048 -0.062 0.079
H -1.821994 1.272090 3.140117 -0.099 0.042 0.006
H -1.489156 6.813686 -0.555463 -0.076 0.146 -0.011
H 2.811060 -5.633374 1.450560 -0.017 -0.108 0.043
H 3.925518 0.181881 0.541680 -0.016 -0.050 0.096
H 1.479960 -3.633168 1.849076 -0.082 0.022 0.079
H -6.347772 1.379853 -3.279041 -0.081 0.034 -0.058
H 3.770846 2.327322 0.081562 -0.257 0.063 0.014
H 3.774679 -1.531688 -1.095808 0.079 -0.004 -0.042
H -5.532975 -0.798627 3.007685 -0.072 0.053 -0.018
H -4.890195 2.656228 -1.764859 -0.014 0.128 -0.009
H 1.052775 4.439776 4.662266 -0.051 0.077 0.029
H 1.235768 4.409404 -2.794109 0.020 0.004 -0.067
H 5.108332 -3.558266 -1.494652 0.048 -0.010 -0.042
H 5.591064 1.946553 -4.849346 0.138 -0.001 -0.085
H -3.032646 2.835063 -0.387545 0.107 0.042 0.041
H -1.521526 5.122894 1.245554 -0.067 0.056 0.084
H -3.359977 -5.772112 -1.813857 -0.098 -0.093 0.048
H 1.508948 3.734625 2.410172 -0.076 0.041 -0.090
H 2.671338 -0.035077 -2.426294 0.190 0.063 -0.199
H 1.701224 3.027393 6.592223 -0.003 0.015 0.095
H 5.093354 4.072368 -3.712098 0.056 0.115 -0.040
H -5.968648 -1.041711 -3.605236 -0.045 -0.044 -0.058
H 0.428446 -4.439405 -3.242776 0.072 0.015 -0.032
H 3.353264 4.172253 -1.975613 -0.029 0.083 -0.020
H 2.620052 3.414403 0.877436 -0.020 -0.158 -0.101
H -2.441615 -3.624429 3.800017 0.064 -0.107 0.076
H 0.380240 -1.656486 5.329650 0.050 -0.047 0.075
H 3.399162 0.188682 3.924455 0.017 -0.103 -0.044
H -4.155860 -2.170720 -2.408472 -0.029 0.035 -0.027
H -2.833718 1.450887 0.703105 0.116 0.033 0.088
H 1.759271 -2.123977 3.360645 0.097 -0.074 -0.012
H -0.487986 0.738077 1.111658 -0.166 0.019 0.247
H 3.439478 -0.429287 2.132183 -0.041 -0.035 -0.209
H -1.741565 1.659148 -0.694853 -0.240 0.213 0.208
```
Forces are in eV/Å.

***

Entry 3:
Molecular formula: C35H39BaN6O2Se2
Method: DFT, the ωB97M-V functional and the def2-TZVPD basis

energy above the lowest of the compared OMol25 structures with the same formula, charge and spin = 139.19 kJ/mol
molar mass = 871.0 g/mol
E_HOMO = -0.1371 Eh
total energy = -6664.60386 a.u.
charge = -1
spin multiplicity = 1
Kohn-Sham gap = 4.191 eV
LUMO energy = 0.460 eV

Structure (XYZ):
```
85
Properties=species:S:1:pos:R:3:forces:R:3
Ba -1.129377 0.153823 -1.138824 0.534 -0.140 -0.296
Se 0.419748 -3.838259 -0.633653 -0.232 -0.044 -0.070
Se -5.490737 -0.826558 -2.266568 0.098 -0.131 -0.076
O 0.443440 -0.113794 -3.000145 -0.112 0.019 0.144
O 0.118447 2.210686 -0.416396 0.044 -0.046 0.033
N -3.814754 -0.840618 -1.656849 -0.296 -0.133 0.166
N 2.864336 0.098676 0.297674 -0.047 -0.028 0.038
N -2.545329 1.980835 0.485415 0.030 0.112 -0.050
N -5.895640 -2.408238 -1.549949 -0.023 0.015 0.020
N -2.519122 -2.196489 -0.254307 -0.622 0.382 -0.001
N -0.145567 0.052642 3.250093 0.013 -0.010 -0.005
C -0.337489 3.136889 -1.173369 -0.114 0.053 -0.024
C 1.187637 -5.556296 -0.316934 0.071 0.049 0.049
C -2.139906 4.603829 -1.990777 0.008 0.023 -0.065
C -0.189921 0.090657 4.693755 -0.003 -0.001 0.024
C 2.393077 -8.075209 0.164553 -0.032 0.053 -0.010
C 2.950881 -6.903621 0.658238 0.005 -0.055 -0.010
C -1.453970 0.180457 2.636747 0.098 -0.083 0.026
C 2.373884 -5.659379 0.433826 0.026 0.047 0.007
C 2.474249 -0.636700 1.491510 -0.005 -0.022 -0.044
C -2.611232 3.120232 -0.083960 0.130 -0.072 -0.184
C 1.219788 -7.963575 -0.568127 0.029 -0.034 0.044
C -3.528541 -4.283862 0.445769 0.071 0.024 0.042
C 2.254983 0.316279 2.667346 0.016 0.010 0.016
C -1.711575 3.564061 -1.146388 -0.005 0.016 0.167
C 3.240528 1.622935 -4.500599 0.001 0.000 0.020
C -3.242468 1.754556 1.730223 -0.084 0.018 0.042
C 3.795437 1.098937 -2.231787 -0.052 0.075 -0.273
C 0.868186 0.955315 2.697454 -0.004 0.029 -0.017
C -2.194096 1.512570 2.822981 0.007 0.019 -0.025
C 0.611990 -6.738343 -0.817361 -0.051 0.015 -0.032
C 0.040269 4.760776 -2.957929 -0.041 0.000 0.021
C 4.143185 1.688575 -3.433935 0.000 -0.001 0.015
C 2.018929 0.998047 -4.364314 0.093 0.043 0.030
C -4.827079 -2.822279 -0.912040 -0.128 -0.028 -0.092
C 2.568970 0.456238 -2.076449 0.054 -0.040 0.250
C -2.468577 -3.298306 0.437138 -0.008 -0.081 -0.143
C 3.037208 -4.433873 0.994727 -0.010 0.007 -0.001
C 0.512166 3.789186 -2.116580 -0.039 0.018 -0.083
C -3.682711 -1.947603 -0.949351 0.640 0.069 0.166
C -4.694002 -4.055058 -0.191405 -0.043 -0.081 0.063
C -0.650441 -6.734679 -1.640050 -0.003 -0.010 0.012
C 2.254653 -0.164997 -0.783355 -0.087 -0.034 0.058
C -1.300645 5.188898 -2.905992 0.008 -0.028 0.021
C 3.034607 -9.414504 0.406454 0.023 -0.046 0.010
C 1.627979 0.407096 -3.140047 0.020 0.061 -0.009
H -2.084638 -0.640418 2.996766 -0.003 0.003 0.002
H 2.346024 -10.107017 0.896740 -0.004 -0.001 0.001
H -1.588541 -3.461087 1.044173 0.026 0.011 -0.008
H 3.940808 -4.700996 1.545571 0.013 0.001 0.009
H 3.295253 -3.731772 0.198870 0.003 -0.002 -0.003
H 3.916072 -9.316217 1.041258 0.002 0.000 0.002
H -1.311938 -7.548604 -1.332016 0.008 -0.022 -0.012
H -0.901589 -0.650186 5.065490 0.000 0.000 -0.006
H -1.656759 5.969537 -3.564791 0.001 0.006 -0.005
H -3.170390 4.938901 -1.909126 0.005 0.017 -0.005
H 3.869051 -6.955224 1.236282 0.011 -0.010 0.006
H 3.500756 2.073878 -5.452527 0.012 0.006 -0.003
H 3.350718 -9.881486 -0.529758 0.001 0.000 -0.003
H 3.291821 -1.322348 1.736892 0.005 0.029 0.008
H 0.716639 5.209828 -3.676397 0.000 0.003 -0.005
H -3.363119 -5.194915 1.004552 0.007 -0.004 -0.016
H 0.790123 -0.156888 5.102742 0.005 0.001 0.002
H 0.754531 -8.862216 -0.966215 0.001 -0.015 0.000
H 2.357167 -3.892227 1.656151 -0.002 -0.009 0.004
H -2.669792 1.547585 3.807013 -0.009 -0.015 -0.008
H -0.475907 1.078343 5.095704 -0.001 0.000 -0.003
H -1.171988 -5.784906 -1.546189 -0.013 -0.004 0.013
H -1.293978 -0.010274 1.575980 -0.144 0.072 -0.026
H -3.354387 3.867547 0.236321 0.014 -0.047 0.156
H 0.584305 1.247851 1.682299 0.003 -0.016 0.000
H -5.519984 -4.752930 -0.168905 0.002 -0.005 -0.017
H 5.100067 2.181681 -3.549040 0.002 0.008 -0.019
H 1.309860 0.961180 -5.182521 0.010 0.005 -0.015
H 0.903312 1.892206 3.277599 0.008 -0.003 -0.008
H 1.583056 -1.262625 1.325147 0.008 0.005 0.015
H 2.427231 -0.214725 3.608057 -0.011 -0.008 0.002
H -3.882990 0.870296 1.625626 0.003 -0.012 0.043
H 3.009895 1.103302 2.597906 0.010 -0.004 0.015
H 1.541071 3.451507 -2.157175 0.011 0.002 -0.005
H -1.473539 2.333039 2.776412 -0.010 0.021 0.010
H -3.883334 2.607032 1.999564 -0.002 -0.022 -0.009
H 4.464498 1.121179 -1.380681 0.005 -0.004 0.000
H -0.422023 -6.879249 -2.699510 0.006 0.034 -0.013
H 1.470248 -0.939318 -0.788808 0.042 -0.033 -0.073
```
Forces are in eV/Å.

***

Which value of molar mass does entry 1 give?
195.9 g/mol

***

The lowest energy above the lowest of the compared OMol25 structures with the same formula, charge and spin belongs to which entry?
C3HAgFO2

***

Which of these has the highest spin multiplicity?
C3HAgFO2